ORCA calculation (wB97M-V/def2-TZVPD) on a molecular structure, C30H29N5ORbS2.

```
68
Properties=species:S:1:pos:R:3:forces:R:3
Rb 1.217428 0.278288 1.005958 0.4 -0.4 0.8
C -2.269860 3.395009 -1.515624 -0.1 0.2 0.3
C -2.889145 4.367072 -0.744350 0.1 -0.1 -0.3
C -2.571776 4.458661 0.595103 0.1 0.0 0.4
C -1.650257 3.568948 1.161583 -0.2 -0.1 -1.1
N -1.029407 2.656221 0.401250 0.0 0.2 0.3
C -1.334418 2.586927 -0.886622 0.1 -0.1 -0.3
C -1.363833 3.556907 2.609591 0.1 0.1 1.1
C -1.878196 4.535155 3.471619 0.0 -0.1 -0.5
C -1.645376 4.424559 4.825703 0.1 -0.1 0.3
C -0.908531 3.357338 5.306637 -0.1 0.0 -0.2
C -0.396239 2.441564 4.382942 -0.1 0.2 0.2
N -0.622099 2.553564 3.078978 -0.1 0.0 -0.3
C 0.421547 1.284068 4.828742 0.4 -0.3 0.2
C 1.152988 1.326394 6.013790 -0.2 0.2 -0.1
C 1.933139 0.236183 6.366536 0.1 -0.2 -0.1
C 1.950786 -0.871882 5.538595 0.1 0.2 0.2
C 1.167223 -0.840435 4.391760 -0.1 -0.3 -0.1
N 0.432712 0.208640 4.035316 -0.1 0.1 0.0
H -2.497275 3.274600 -2.565458 0.1 0.0 0.0
H -3.610210 5.042834 -1.186282 0.0 0.0 0.0
H -3.046958 5.216163 1.200898 -0.1 0.0 0.0
H -0.786525 1.847699 -1.460806 0.0 0.0 0.1
H -2.452180 5.365953 3.089209 0.0 0.0 0.0
H -2.044899 5.160305 5.512395 0.0 0.0 0.0
H -0.753985 3.233439 6.367953 0.0 0.0 0.0
H 1.139122 2.209738 6.638480 0.0 0.0 0.0
H 2.531608 0.261330 7.268633 0.0 0.0 0.0
H 2.571021 -1.730489 5.751380 0.0 0.0 -0.1
H 1.153849 -1.693595 3.720378 0.1 0.0 0.0
C 3.106278 -5.546453 -0.268476 0.0 0.1 0.0
C 2.774360 -4.150623 0.234259 0.6 -0.1 0.6
S 1.516351 -3.317714 -0.615623 -0.7 0.4 -0.2
C 3.481465 -3.668503 1.293084 -0.1 -0.7 -0.6
C 4.533985 -4.563389 1.930214 -0.1 0.1 -0.1
S 3.284998 -2.110024 2.026340 -0.1 0.9 0.6
H 2.453002 -5.795769 -1.101452 0.0 0.0 0.0
H 2.978226 -6.308980 0.511323 0.0 0.0 0.0
H 4.146149 -5.603417 -0.615766 0.0 -0.1 0.0
H 5.244785 -4.947533 1.188042 0.0 0.0 0.1
H 4.071207 -5.430580 2.421816 0.1 0.0 0.0
H 5.084617 -3.998354 2.678810 0.0 0.0 0.0
C -3.009823 -0.816018 -3.980142 -0.1 0.1 0.1
N -1.823661 -1.349935 -3.332512 0.1 -0.3 -0.3
N -0.783972 -0.430499 -3.168578 -0.1 0.3 0.3
C -0.219892 -0.573395 -1.886306 0.0 -0.1 -0.2
O 0.754651 0.050989 -1.498243 -0.3 0.3 -0.9
C -1.039873 -1.563752 -1.232070 -0.1 0.0 0.2
C -1.974365 -1.980797 -2.104442 0.2 0.1 0.2
C -3.058539 -2.976897 -1.897040 0.0 0.1 0.0
C -0.118009 0.072672 -4.299063 0.1 -0.1 -0.2
C -0.202799 -0.590950 -5.523118 0.0 0.0 0.1
C 0.453236 -0.086773 -6.633775 0.0 0.0 0.0
C 1.213390 1.068778 -6.538483 0.0 0.0 0.0
C 1.308628 1.718104 -5.316078 0.0 0.0 -0.1
C 0.644005 1.236912 -4.200778 -0.1 0.0 0.0
H -2.721418 -0.301269 -4.893149 0.0 0.0 0.0
H -3.547972 -0.111417 -3.332896 0.0 0.0 0.0
H -3.667156 -1.644556 -4.235483 0.0 0.0 0.0
H -0.823254 -1.966632 -0.255014 0.1 -0.1 -0.1
H -2.838222 -3.553071 -1.001817 0.0 0.0 0.0
H -3.133194 -3.659165 -2.744105 0.0 0.0 0.0
H -4.023555 -2.480457 -1.764158 0.0 0.0 0.0
H -0.752872 -1.519626 -5.588749 0.0 0.0 0.0
H 0.385047 -0.615274 -7.576402 0.0 0.0 0.0
H 1.734179 1.451409 -7.406717 0.0 0.0 0.0
H 1.913722 2.611397 -5.225984 0.0 0.0 0.0
H 0.736058 1.740378 -3.251741 0.0 0.0 0.0
```
Positions in Å, forces in eV/Å.

## Properties
molar mass = 625.198 g/mol
LUMO energy = 1.6 eV
multiplicity = 1
total charge = -1